#a
The following is a quantum chemistry calculation of 3 unconnected molecules or ions with the total composition C5H12NO2, from the OMol25 dataset.

Each line ends with the Mulliken charge.
Atoms and positions in Å:
C1 0.74 -1.46 1.28  -0.737
O1 1.92 -1.35 0.49  -0.629
C2 -0.62 -1.10 0.71  1.584
C3 -0.57 0.40 0.53  -0.462
C4 0.34 0.90 -0.55  -0.318
C5 -0.28 2.09 -1.33  -0.366
O2 0.15 2.08 -2.61  -0.787
N1 -1.67 -1.64 1.40  -0.803
H1 1.13 -0.59 1.75  0.242
H2 0.71 -2.45 1.76  0.288
H3 -2.37 -2.05 0.82  0.268
H4 -0.62 -1.55 -0.39  -0.629
H5 -1.61 0.71 0.41  0.482
H6 0.00 0.73 1.52  -0.845
H7 0.66 0.11 -1.27  0.332
H8 1.30 1.22 -0.17  0.396
H9 -1.40 2.01 -1.20  0.115
H10 -0.19 3.06 -0.79  0.207
H11 0.34 0.94 2.35  0.425
H12 -0.70 -2.11 -1.10  0.236

HOMO energy (eV): -3.4
Lowest unoccupied orbital energy (eV): 0.369
Total charge: -1

#b
The following is a quantum chemistry calculation of a gas-phase ion, C5H12NO2 (charge -1), from the OMol25 dataset.

Each line ends with the Mulliken charge.
Atoms and positions in Å:
C1 0.91 2.11 -1.01  -0.977
C2 1.31 1.32 0.26  -0.572
N1 1.16 -0.15 0.23  -0.415
C3 -0.30 -0.47 0.19  0.197
C4 -0.94 -0.83 1.54  -0.482
O1 -2.26 -1.08 1.38  -0.927
C5 -0.55 -1.71 -0.70  -0.612
O2 -1.90 -1.76 -1.08  -0.613
H1 1.33 1.54 -1.84  0.253
H2 1.33 3.10 -0.83  0.393
H3 -0.15 2.33 -1.12  0.284
H4 2.37 1.54 0.45  0.363
H5 0.74 1.60 1.14  0.318
H6 1.48 -0.44 -0.70  0.290
H7 -0.95 0.30 -0.21  0.061
H8 -0.32 -1.63 2.01  0.241
H9 -0.69 0.05 2.20  0.174
H10 0.05 -1.69 -1.62  0.345
H11 -0.27 -2.58 -0.10  0.279
H12 -2.34 -1.55 -0.21  0.401

HOMO energy (eV): -3.0
Lowest unoccupied orbital energy (eV): 3.729
SMILES string: CCN[C@H](C[O-])CO
Total charge: -1

Which one sits at the bottom of the stability order? #a does.